The following is a quantum chemistry calculation of a cluster of 11 separate species, C43H116N8O15 in total in a non-equilibrium geometry, from OMol25.

Output
SMILES	COC[C@H](C)N.COC[C@H](C)N.COC[C@H](C)N.COC[C@H](C)N.COCCNCCOC.COCCNCCOC.COCCNCCOC.COCCNCCOC.CO.CO.CO
E	-89094.6229	eV
energy above the lowest of the compared OMol25 structures with the same formula, charge and spin	76.17	kJ/mol
charge	0
highest occupied orbital energy	-8.38	eV

Atoms and positions in Å:
C  2.960  -5.569  -3.688
O  4.030  -4.696  -3.330
C  3.712  -3.724  -2.309
C  4.845  -2.722  -1.935
C  6.153  -3.352  -1.502
N  4.454  -1.885  -0.832
H  3.376  -6.095  -4.547
H  2.089  -4.996  -4.006
H  2.660  -6.391  -3.037
H  2.806  -3.208  -2.628
H  3.445  -4.304  -1.426
H  5.010  -2.055  -2.782
H  6.439  -3.979  -2.347
H  6.026  -3.844  -0.537
H  6.894  -2.569  -1.338
H  5.150  -1.161  -0.730
H  3.611  -1.386  -1.077
C  -3.028  -1.384  0.539
O  -3.813  -1.963  1.619
C  -5.213  -1.732  1.405
C  -6.043  -2.371  2.508
C  -6.166  -3.900  2.477
N  -7.449  -1.911  2.555
H  -2.005  -1.762  0.525
H  -2.940  -0.306  0.671
H  -3.425  -1.559  -0.461
H  -5.453  -0.672  1.486
H  -5.592  -2.022  0.425
H  -5.549  -2.057  3.428
H  -6.736  -4.245  1.614
H  -6.611  -4.423  3.324
H  -5.160  -4.297  2.343
H  -7.896  -2.416  3.307
H  -8.007  -2.114  1.737
C  4.059  0.564  2.427
O  2.978  0.801  3.315
C  3.417  1.001  4.667
C  2.203  1.430  5.560
C  2.646  1.912  6.934
N  1.288  0.338  5.875
H  3.696  0.324  1.427
H  4.695  -0.251  2.771
H  4.700  1.444  2.387
H  3.821  0.083  5.094
H  4.176  1.782  4.718
H  1.651  2.231  5.069
H  3.305  1.173  7.390
H  1.851  2.038  7.669
H  3.195  2.848  6.833
H  0.863  -0.197  5.133
H  1.904  -0.367  6.254
C  1.721  -1.947  3.111
O  0.562  -1.621  3.839
C  -0.673  -2.279  3.447
C  -1.740  -1.896  4.546
C  -1.424  -2.416  5.999
N  -2.986  -2.595  4.183
H  2.616  -1.454  3.490
H  1.530  -1.502  2.134
H  1.946  -3.013  3.063
H  -0.864  -2.162  2.381
H  -0.561  -3.355  3.578
H  -1.925  -0.825  4.458
H  -2.186  -2.084  6.704
H  -0.501  -1.909  6.282
H  -1.330  -3.487  6.178
H  -3.686  -2.294  4.845
H  -3.274  -2.332  3.252
C  -0.260  1.515  2.432
O  -0.685  2.708  1.840
C  -1.924  3.108  2.418
C  -2.227  4.513  1.925
N  -2.476  4.596  0.489
C  -2.498  6.002  0.046
C  -1.122  6.605  -0.282
O  -0.396  5.669  -1.078
C  0.933  6.082  -1.367
H  0.042  1.519  3.479
H  0.621  1.117  1.928
H  -0.949  0.671  2.401
H  -1.914  3.050  3.506
H  -2.695  2.408  2.097
H  -1.379  5.156  2.161
H  -3.168  4.818  2.382
H  -1.634  4.215  0.082
H  -3.052  6.687  0.687
H  -3.091  5.887  -0.861
H  -0.586  6.762  0.655
H  -1.247  7.515  -0.869
H  1.307  5.449  -2.171
H  1.617  6.026  -0.520
H  0.996  7.105  -1.738
C  -4.521  -1.906  -3.182
O  -4.063  -3.146  -2.631
C  -5.013  -4.214  -2.578
C  -4.266  -5.557  -2.295
N  -2.980  -5.612  -1.571
C  -3.119  -5.258  -0.165
C  -1.745  -5.336  0.520
O  -0.757  -4.404  0.128
C  0.527  -4.643  0.598
H  -3.752  -1.156  -2.997
H  -5.449  -1.579  -2.713
H  -4.665  -1.968  -4.261
H  -5.597  -4.315  -3.493
H  -5.742  -3.998  -1.796
H  -3.855  -5.936  -3.231
H  -4.904  -6.278  -1.784
H  -2.430  -4.872  -1.983
H  -3.726  -6.024  0.316
H  -3.526  -4.259  -0.008
H  -1.286  -6.307  0.334
H  -1.933  -5.129  1.573
H  1.130  -3.840  0.175
H  0.923  -5.575  0.195
H  0.561  -4.778  1.680
C  -2.047  1.856  -1.504
O  -1.413  2.432  -2.640
C  -0.187  1.841  -2.913
C  0.577  2.698  -3.991
N  -0.064  2.804  -5.339
C  -0.168  1.451  -5.892
C  -1.312  1.273  -6.885
O  -2.509  1.819  -6.376
C  -3.262  1.025  -5.426
H  -3.041  2.303  -1.471
H  -1.502  2.060  -0.583
H  -2.160  0.772  -1.518
H  -0.441  0.818  -3.190
H  0.409  1.840  -2.000
H  1.615  2.395  -4.128
H  0.705  3.707  -3.599
H  -1.011  3.153  -5.303
H  -0.175  0.654  -5.149
H  0.773  1.274  -6.413
H  -1.544  0.245  -7.164
H  -1.037  1.827  -7.782
H  -2.740  1.028  -4.469
H  -3.487  -0.005  -5.701
H  -4.146  1.583  -5.119
C  5.063  3.120  -2.567
O  3.926  3.381  -1.743
C  3.876  2.524  -0.597
C  2.698  2.943  0.271
N  2.930  4.126  1.076
C  1.865  4.529  1.975
C  2.401  5.632  2.799
O  3.479  4.973  3.491
C  3.981  5.838  4.495
H  5.984  3.295  -2.010
H  5.101  3.798  -3.419
H  4.966  2.141  -3.038
H  4.795  2.539  -0.012
H  3.812  1.486  -0.923
H  2.488  2.109  0.939
H  1.852  2.972  -0.417
H  3.623  3.998  1.799
H  1.712  3.673  2.633
H  0.928  4.787  1.482
H  1.621  5.958  3.488
H  2.729  6.471  2.186
H  4.627  5.252  5.150
H  3.183  6.222  5.131
H  4.563  6.669  4.096
C  1.184  -0.737  -0.728
O  2.008  -0.679  -1.840
H  0.700  -1.708  -0.633
H  1.790  -0.497  0.146
H  0.378  -0.003  -0.738
H  1.521  -0.947  -2.622
C  -0.998  -2.465  -3.036
O  0.067  -1.972  -3.765
H  -1.880  -2.564  -3.669
H  -0.837  -3.459  -2.618
H  -1.203  -1.750  -2.239
H  -0.013  -2.274  -4.672
C  3.075  -0.312  -5.051
O  2.826  -0.672  -6.431
H  2.183  -0.501  -4.454
H  3.853  -0.873  -4.532
H  3.349  0.737  -4.934
H  3.686  -0.613  -6.854